{
  "formula": "C45H75FIN3O8P4S",
  "method": "ωB97M-V with the def2-TZVPD basis set",
  "e_lumo_ev": -1.4,
  "e_homo_ev": -7.558,
  "smiles": "C=CCc1c(CCCCn2cccc2)c(C)c2c(c1P(C)C)N(CCCF)c1c(N)cc(P(CC)CC)c(I)c1S2.CCOP(=O)(OCC)OCC.CCOP(=O)(OCC)OCC",
  "e_tot_ev": -127530.716,
  "symbols": ["C", "C", "C", "C", "C", "C", "C", "C", "C", "N", "C", "C", "C", "C", "C", "C", "C", "C", "C", "P", "C", "C", "N", "C", "C", "C", "F", "C", "C", "N", "C", "C", "P", "C", "C", "C", "C", "C", "I", "C", "S", "H", "H", "H", "H", "H", "H", "H", "H", "H", "H", "H", "H", "H", "H", "H", "H", "H", "H", "H", "H", "H", "H", "H", "H", "H", "H", "H", "H", "H", "H", "H", "H", "H", "H", "H", "H", "H", "H", "H", "H", "H", "H", "H", "H", "H", "O", "P", "O", "C", "C", "O", "C", "C", "O", "C", "C", "H", "H", "H", "H", "H", "H", "H", "H", "H", "H", "H", "H", "H", "H", "H", "O", "P", "O", "C", "C", "O", "C", "C", "O", "C", "C", "H", "H", "H", "H", "H", "H", "H", "H", "H", "H", "H", "H", "H", "H", "H"],
  "coordinates": [[5.46803, 2.94883, 1.69576], [5.01932, 1.68552, 2.05911], [3.51253, 1.26443, 2.18936], [2.75097, 1.09975, 0.82772], [1.77447, 2.14869, 0.40186], [1.52529, 3.39218, 1.33439], [0.20003, 3.10884, 2.15401], [0.26087, 1.81618, 3.06115], [-1.15292, 1.37741, 3.61876], [-1.55720, 0.01197, 3.25822], [-2.90164, -0.39635, 3.14474], [-3.04228, -1.82976, 2.80720], [-1.62273, -2.34738, 2.68685], [-0.81745, -1.17668, 2.99800], [0.99935, 2.06151, -0.86770], [-0.03355, 3.16154, -1.30236], [1.21923, 0.86816, -1.69757], [2.16724, -0.20985, -1.27925], [2.97419, -0.11590, -0.01508], [4.14670, -1.50827, 0.38408], [3.84848, -2.24645, 2.08434], [5.94456, -1.04780, 0.10142], [2.38493, -1.39901, -2.10434], [3.26321, -1.01712, -3.24005], [4.02202, -2.25268, -3.89124], [5.29458, -2.70808, -3.08239], [5.51116, -4.08979, -3.37006], [1.14483, -2.01819, -2.53655], [0.96070, -3.46813, -2.35916], [2.03343, -4.18990, -1.71765], [-0.29645, -4.11828, -2.83040], [-1.40634, -3.35561, -3.48181], [-2.88406, -4.33251, -4.06331], [-4.51539, -3.48670, -3.66188], [-4.56207, -2.68542, -2.28976], [-2.97755, -5.98102, -3.11241], [-3.69678, -5.87062, -1.70512], [-1.20237, -1.89287, -3.62990], [-2.68021, -0.64969, -4.56792], [0.02946, -1.24291, -3.16114], [0.34088, 0.55949, -3.28304], [5.13689, 3.39760, 0.72113], [6.12260, 3.50266, 2.42924], [5.81153, 0.92110, 2.31897], [3.02280, 1.97696, 2.90355], [3.49824, 0.25923, 2.71234], [1.37210, 4.32264, 0.70587], [2.41183, 3.63487, 1.99197], [-0.01540, 3.98041, 2.83502], [-0.70679, 2.98928, 1.48476], [0.75532, 0.93823, 2.56963], [0.89984, 2.06310, 3.96732], [-1.18417, 1.46103, 4.73850], [-1.91130, 2.12106, 3.22364], [-3.81026, 0.24244, 3.28813], [-3.96672, -2.42454, 2.64376], [-1.21696, -3.34942, 2.43020], [0.30541, -1.18825, 3.01860], [-0.36016, 3.73239, -0.39647], [-0.94672, 2.66930, -1.73937], [0.45203, 3.86053, -2.03541], [4.16747, -3.32577, 2.06794], [4.28313, -1.66838, 2.94431], [2.72529, -2.25669, 2.24190], [6.06336, -0.90582, -1.01321], [6.32048, -0.17526, 0.69624], [6.55463, -1.95729, 0.37696], [4.07285, -0.32081, -2.85311], [2.75222, -0.46484, -4.07489], [4.40022, -1.87980, -4.89472], [3.27746, -3.07236, -4.06516], [5.04626, -2.62242, -1.99088], [6.22902, -2.14313, -3.33730], [2.27415, -3.69200, -0.84713], [1.73148, -5.12722, -1.44089], [-0.33489, -5.22977, -2.67828], [-4.76366, -2.83807, -4.55304], [-5.30250, -4.30300, -3.67239], [-3.66099, -2.86115, -1.64015], [-4.75516, -1.59016, -2.47596], [-5.47531, -3.04926, -1.72239], [-3.61197, -6.66811, -3.74753], [-1.97795, -6.47710, -3.01283], [-4.81796, -5.77397, -1.83859], [-3.55554, -6.84386, -1.14438], [-3.36537, -5.00014, -1.07818], [-1.58939, 5.45900, -9.40719], [-0.75409, 4.26155, -8.99514], [-0.48399, 4.72523, -7.42442], [-1.57493, 5.10875, -6.59723], [-2.23498, 3.89649, -5.96802], [0.65454, 4.78325, -9.69708], [0.60362, 5.43684, -10.96569], [0.78954, 6.93286, -10.78862], [0.01503, 2.79906, -8.70864], [1.19956, 2.70258, -7.91234], [0.86915, 2.00614, -6.59787], [-2.30973, 5.69907, -7.14778], [-1.17129, 5.75645, -5.81429], [-2.56497, 3.18480, -6.72989], [-3.09572, 4.19667, -5.36632], [-1.53269, 3.37240, -5.31711], [-0.33182, 5.21362, -11.48222], [1.41345, 5.03725, -11.58113], [0.14182, 7.33053, -10.00655], [0.58248, 7.46443, -11.72051], [1.81593, 7.15422, -10.48642], [1.67110, 3.66920, -7.74544], [1.90438, 2.09450, -8.48431], [-0.15048, 1.62216, -6.58061], [0.98968, 2.69753, -5.76002], [1.55390, 1.17349, -6.41877], [-3.59014, 0.68239, 9.22237], [-2.36507, -0.11459, 9.63062], [-2.59811, -1.39783, 8.60748], [-2.83078, -1.17095, 7.22129], [-1.52669, -1.00047, 6.46918], [-3.01746, -0.73287, 11.02408], [-3.84949, 0.09708, 11.83520], [-5.30697, -0.28115, 11.64386], [-0.89328, -0.75556, 10.12326], [-0.70760, -2.15550, 10.34946], [0.18737, -2.73202, 9.25813], [-3.47927, -0.30811, 7.05777], [-3.36461, -2.04448, 6.83866], [-0.92562, -0.19051, 6.89545], [-1.70065, -0.79257, 5.41251], [-0.93136, -1.91283, 6.53182], [-3.68301, 1.15276, 11.61253], [-3.56408, -0.05989, 12.87839], [-5.56969, -0.35521, 10.58801], [-5.96513, 0.45000, 12.11938], [-5.50534, -1.26111, 12.08437], [-1.64980, -2.69536, 10.42109], [-0.20981, -2.24551, 11.31786], [0.59617, -1.95846, 8.60935], [-0.37263, -3.43776, 8.63993], [1.01862, -3.28935, 9.69697]],
  "atomic_forces_ev_per_a": [[-0.580, -1.095, 0.263], [0.347, 0.745, -0.077], [0.477, -1.205, -1.248], [-1.514, 0.250, -1.700], [0.810, -0.894, -0.815], [-0.556, -0.358, -0.607], [-0.223, -0.246, 0.559], [0.348, 0.088, 0.955], [0.322, 0.880, 0.114], [-1.795, -3.248, -1.284], [-1.141, -2.760, -0.637], [3.184, 2.094, 0.425], [-0.994, 4.111, 1.154], [0.303, -1.170, -0.472], [1.165, -1.682, 0.537], [0.507, -0.711, 0.561], [1.328, -1.018, 1.738], [0.174, 1.446, 1.915], [-1.847, 2.645, -0.305], [-0.553, -1.361, -1.156], [-0.514, 0.711, 0.606], [0.154, 0.152, 0.462], [-1.015, 1.460, -0.578], [1.869, -0.390, -0.866], [0.360, 1.079, -0.445], [-1.514, -0.516, 0.182], [0.177, 1.112, 0.237], [-2.629, -1.031, -1.032], [-1.406, 1.041, -0.697], [-1.596, 0.472, 0.221], [0.762, 2.174, -0.180], [2.380, 0.662, 2.031], [0.066, -0.541, -1.293], [-0.102, 0.284, 0.467], [-1.267, -0.242, -0.051], [-0.628, 0.287, 0.877], [-0.386, -0.625, 0.007], [1.455, -1.065, 0.895], [0.826, -0.496, 0.286], [0.793, -1.912, 0.731], [-0.165, -0.629, 1.097], [-0.709, 0.419, 1.734], [0.547, -0.998, -1.813], [-1.141, 1.141, 1.317], [0.488, -0.632, -0.969], [0.021, 1.137, -0.634], [0.152, -1.099, 0.651], [-1.060, -0.483, -0.650], [0.147, -0.731, -0.672], [1.175, 0.205, 0.466], [-0.537, 0.929, 0.147], [-0.591, -0.321, -1.047], [0.127, -0.050, -0.960], [0.585, -1.147, 0.366], [1.463, -0.251, -0.066], [0.817, 0.889, 0.226], [-0.516, 1.056, 0.307], [-1.396, 0.308, 0.031], [0.322, -0.387, -1.012], [1.019, 0.515, 0.207], [-0.623, -0.621, 0.588], [-0.054, 1.243, 0.041], [-0.210, -0.821, -0.617], [1.184, 0.060, -0.309], [-0.097, 0.105, 1.329], [-0.189, -0.713, -0.834], [-0.713, 0.864, -0.256], [-1.052, -0.663, -0.209], [0.140, -0.481, 0.901], [-0.656, -0.571, 0.934], [0.960, 0.471, 0.301], [0.407, -0.245, -0.904], [-0.885, -0.498, 0.104], [0.343, -0.100, -0.738], [0.070, 0.328, -0.314], [-0.242, 1.329, -0.216], [0.371, -0.627, 1.107], [1.042, 0.726, 0.041], [-0.862, 0.431, -0.782], [0.568, -1.143, 0.281], [1.115, 0.396, -0.423], [0.784, 0.843, 0.439], [-0.832, 0.619, -0.197], [1.275, 0.031, 0.053], [-0.045, 1.145, -0.419], [-0.084, -0.966, -0.610], [-2.440, -3.387, -1.060], [7.127, 4.441, 3.293], [-0.680, -0.539, -0.242], [-0.228, 0.164, 0.341], [0.104, -0.079, 0.145], [-0.473, -0.752, -0.643], [0.068, 0.508, -0.017], [0.142, 0.153, 0.028], [-3.631, -0.217, -1.995], [0.276, -0.254, 0.571], [0.410, 0.172, 0.410], [0.126, -0.030, -0.166], [0.111, -0.056, -0.099], [-0.086, 0.061, 0.000], [-0.006, -0.015, -0.070], [-0.022, -0.020, -0.021], [0.011, 0.095, 0.095], [0.006, -0.108, 0.141], [-0.153, -0.133, -0.122], [0.032, -0.023, 0.033], [-0.015, -0.039, -0.066], [-0.249, 0.028, -0.137], [-0.251, 0.062, -0.236], [0.071, -0.005, -0.119], [-0.155, -0.067, -0.013], [-0.092, -0.009, -0.013], [3.255, 2.817, -0.424], [-4.135, -7.882, 1.767], [0.541, 0.752, -0.151], [-0.124, -0.066, -0.495], [0.167, -0.161, -0.003], [0.672, 0.849, 0.247], [-0.509, -0.083, 0.000], [-0.150, -0.135, 0.056], [0.054, 3.997, -0.950], [0.308, -0.530, -0.193], [-0.094, -0.617, -0.070], [-0.009, 0.014, 0.212], [0.051, -0.002, 0.138], [-0.057, 0.061, -0.004], [-0.090, -0.061, 0.178], [0.013, 0.033, 0.009], [-0.080, -0.079, -0.075], [0.127, -0.090, -0.085], [0.117, 0.204, 0.003], [0.028, -0.044, 0.001], [0.029, 0.059, 0.041], [-0.035, 0.265, -0.078], [-0.093, 0.329, -0.004], [-0.049, 0.047, 0.152], [0.054, 0.144, -0.082], [0.000, 0.084, -0.031]],
  "lowdin_charge": [-0.016, -0.173, -0.165, -0.135, -0.107, -0.151, -0.186, -0.167, -0.138, -0.144, -0.117, -0.074, -0.075, -0.122, -0.171, -0.061, -0.329, -0.203, -0.225, 0.912, -0.312, -0.285, -0.117, -0.182, -0.137, -0.189, -0.103, -0.173, -0.203, 0.086, -0.028, -0.412, 0.940, -0.473, -0.202, -0.409, -0.173, -0.648, 0.889, -0.437, 0.898, 0.068, 0.067, 0.088, 0.091, 0.085, 0.114, 0.106, 0.120, 0.108, 0.087, 0.119, 0.116, 0.130, 0.115, 0.081, 0.085, 0.103, 0.054, 0.077, 0.095, 0.039, 0.025, 0.036, 0.026, 0.008, 0.054, 0.134, 0.097, 0.115, 0.110, 0.057, 0.120, 0.068, 0.083, 0.085, 0.021, 0.073, 0.059, 0.032, 0.070, 0.074, 0.055, 0.068, 0.072, 0.060, -0.216, 0.710, -0.236, -0.291, -0.077, -0.237, -0.297, -0.079, -0.257, -0.266, -0.087, 0.103, 0.119, 0.076, 0.079, 0.062, 0.102, 0.115, 0.072, 0.076, 0.074, 0.110, 0.122, 0.066, 0.065, 0.065, -0.216, 0.708, -0.235, -0.279, -0.068, -0.238, -0.298, -0.078, -0.262, -0.271, -0.071, 0.103, 0.123, 0.077, 0.038, 0.075, 0.101, 0.115, 0.072, 0.076, 0.074, 0.110, 0.120, 0.073, 0.073, 0.071]
}